DFT (the ωB97M-V functional and the def2-TZVPD basis) results for a molecular structure, C12H16O6Tc.

Element x y z (Å)
Tc (0.978, 0.872, -1.662)
O (0.135, -1.496, 1.303)
C (0.794, -1.171, 0.396)
O (0.795, 0.243, 0.030)
C (1.737, -1.991, -0.460)
C (3.025, -1.194, -0.708)
C (4.142, -2.041, -1.280)
C (3.646, -2.344, -2.714)
C (2.324, -1.606, -2.779)
O (2.586, -0.400, -1.912)
C (1.239, -2.279, -1.934)
C (-0.127, -1.710, -2.252)
O (-1.161, -2.259, -2.284)
O (-0.087, -0.303, -2.570)
H (1.916, -2.920, 0.077)
H (3.305, -0.498, 0.077)
H (4.298, -2.933, -0.676)
H (5.072, -1.478, -1.292)
H (3.495, -3.406, -2.903)
H (4.334, -1.966, -3.466)
H (2.015, -1.260, -3.760)
H (1.172, -3.350, -2.117)
C (-1.578, 4.178, -0.958)
C (-2.410, 3.518, -2.060)
C (-1.863, 2.115, -2.131)
O (-0.391, 2.302, -1.775)
C (-0.177, 3.706, -1.261)
H (-1.893, 3.840, 0.029)
H (-1.631, 5.265, -0.984)
H (-2.288, 4.034, -3.012)
H (-3.470, 3.499, -1.814)
H (-1.873, 1.645, -3.109)
H (-2.261, 1.449, -1.369)
H (0.296, 4.251, -2.075)
H (0.480, 3.633, -0.394)

Forces on the atoms, in the same order (eV/Å):
-0.09 -0.26 -0.29
-0.02 -0.03 0.00
-0.01 0.10 -0.03
0.06 -0.16 0.16
0.03 0.03 -0.02
-0.01 0.05 -0.01
0.00 0.00 0.01
-0.01 -0.01 -0.01
0.03 0.02 -0.01
-0.02 0.10 0.05
-0.01 -0.02 0.00
-0.13 -0.02 0.07
0.02 0.01 -0.04
0.19 0.02 0.01
-0.01 0.00 0.02
0.01 -0.01 0.01
-0.01 0.00 0.00
0.00 0.00 0.01
0.01 0.00 0.00
0.00 0.01 0.01
-0.01 -0.02 0.00
0.01 -0.01 0.03
-0.01 0.02 0.02
-0.01 0.00 0.01
0.07 -0.02 0.05
-0.04 0.26 -0.05
-0.01 -0.10 0.02
0.01 0.01 0.00
-0.01 0.00 -0.01
0.01 0.00 0.00
0.00 0.00 -0.01
-0.02 0.01 -0.01
0.00 0.00 0.01
0.01 0.02 0.01
0.00 -0.01 0.01

Computed properties:
F_max: 0.40 eV Å⁻¹
LUMO (spin up / spin down): -9.227 / -9.923 eV
Gap between HOMO and LUMO (spin up / spin down): 8.8 / 8.2 eV
Molecular weight: 354.3 g/mol
Charge: +2
2S+1: 4

natural (NBO) population analysis, charges in e, atoms 1 to 8: Tc 1.897; O -0.369; C 0.770; O -0.620; C -0.369; C 0.122; C -0.443; C -0.440

=====

DFT (the ωB97M-V functional and the def2-TZVPD basis) results for 2 unconnected molecules or ions with the total composition C12H23O2S2Si at a distorted geometry.

Element x y z (Å)
C (-0.861, -2.002, 1.012)
C (-1.074, -0.552, 0.886)
C (0.010, 0.289, 1.242)
O (1.255, -0.049, 1.347)
Si (2.571, 0.983, 1.912)
C (3.907, -0.308, 2.077)
C (2.875, 2.219, 0.570)
C (2.091, 1.734, 3.546)
O (-0.327, 1.514, 1.616)
C (-1.826, 1.595, 1.601)
C (-2.282, 0.160, 1.367)
H (-1.797, -2.517, 1.280)
H (-0.474, -2.430, 0.073)
H (-0.116, -2.228, 1.799)
H (4.807, 0.136, 2.529)
H (3.583, -1.140, 2.718)
H (4.179, -0.713, 1.091)
H (3.691, 2.892, 0.862)
H (3.160, 1.723, -0.364)
H (1.987, 2.829, 0.379)
H (3.008, 2.006, 4.094)
H (1.497, 2.650, 3.415)
H (1.527, 1.029, 4.176)
H (-2.150, 1.982, 2.570)
H (-2.125, 2.277, 0.800)
H (-3.127, 0.116, 0.679)
H (-2.616, -0.281, 2.329)
C (-1.778, -1.798, -4.385)
C (-0.443, -1.116, -4.098)
S (0.022, -0.951, -2.343)
C (-1.373, -0.391, -1.575)
S (-2.883, -1.064, -1.903)
C (-2.953, -1.094, -3.727)
H (-1.938, -1.778, -5.464)
H (-1.731, -2.839, -4.047)
H (0.391, -1.687, -4.529)
H (-0.418, -0.096, -4.506)
H (-1.325, 0.572, -1.050)
H (-3.044, -0.053, -4.046)
H (-3.899, -1.616, -3.933)

Forces on the atoms, in the same order (eV/Å):
0.14 -1.30 0.23
1.17 0.13 -0.38
0.27 -0.14 0.14
-0.80 0.36 -0.29
0.25 -0.46 0.21
0.01 0.09 -0.03
-0.01 0.06 -0.11
-0.03 0.16 0.10
-0.96 -0.02 -0.26
0.45 0.07 0.01
-0.88 -0.02 0.59
0.33 0.13 -0.21
-0.12 -0.14 0.30
-0.33 0.01 -0.34
-0.20 -0.14 -0.14
0.08 0.25 -0.17
-0.05 0.09 0.29
-0.12 -0.09 -0.07
0.00 0.07 0.12
0.11 -0.02 0.05
-0.27 -0.10 -0.16
0.14 -0.31 0.06
0.17 0.20 -0.18
0.28 0.08 -0.26
0.27 -0.03 0.17
-0.08 0.02 0.06
0.05 0.08 -0.46
0.18 -0.01 0.39
-0.25 -0.16 -0.34
1.34 0.20 0.14
0.52 2.02 1.14
-1.66 -0.18 0.37
0.15 -0.26 -0.12
0.03 -0.11 -0.06
-0.08 0.14 -0.17
-0.24 0.20 0.12
0.02 -0.29 0.08
-0.13 -0.61 -0.83
-0.04 -0.15 -0.04
0.28 0.20 0.07

Computed properties:
F_max: 2.37 eV Å⁻¹
LUMO: -5.033 eV
Gap between HOMO and LUMO: 6.1 eV
Molecular weight: 291.5 g/mol
Relative energy (zero: lowest compared OMol25 entry of this formula, charge and spin): 0.000 eV
Charge: +1

natural (NBO) population analysis, charges in e, atoms 1 to 8: C -0.648; C -0.137; C 0.757; O -0.737; Si 1.849; C -1.142; C -1.157; C -1.154

=====

DFT (the ωB97M-V functional and the def2-TZVPD basis) results for C15H24N2O2 in the gas phase.

Element x y z (Å)
C (-4.904, -0.989, -1.222)
C (-3.845, -0.403, -0.287)
C (-4.341, -0.498, 1.158)
C (-3.577, 1.058, -0.656)
C (-2.445, 1.685, 0.136)
O (-2.429, 2.876, 0.389)
C (-1.378, 0.791, 0.533)
C (-1.398, -0.533, 0.277)
N (-0.436, -1.405, 0.733)
N (0.802, -0.918, 1.155)
C (1.908, -1.071, 0.376)
O (1.839, -1.683, -0.668)
C (3.164, -0.465, 0.983)
C (4.402, -0.806, 0.148)
C (4.389, -0.096, -1.204)
C (4.242, 1.412, -1.031)
C (2.975, 1.729, -0.244)
C (3.030, 1.058, 1.125)
C (-2.534, -1.185, -0.448)
H (-5.092, -2.033, -0.981)
H (-5.839, -0.443, -1.124)
H (-4.582, -0.929, -2.260)
H (-5.265, 0.063, 1.275)
H (-4.533, -1.534, 1.428)
H (-3.606, -0.090, 1.847)
H (-4.473, 1.666, -0.521)
H (-3.294, 1.122, -1.712)
H (-0.548, 1.252, 1.048)
H (-0.316, -2.255, 0.189)
H (0.814, -0.455, 2.050)
H (3.276, -0.906, 1.981)
H (4.443, -1.885, -0.010)
H (5.291, -0.508, 0.709)
H (3.557, -0.478, -1.795)
H (5.314, -0.323, -1.738)
H (4.203, 1.895, -2.009)
H (5.109, 1.807, -0.495)
H (2.867, 2.808, -0.119)
H (2.104, 1.366, -0.794)
H (2.141, 1.319, 1.705)
H (3.900, 1.430, 1.672)
H (-2.661, -2.209, -0.087)
H (-2.275, -1.238, -1.511)

Forces on the atoms, in the same order (eV/Å):
0.24 0.10 0.15
-0.09 -0.09 -0.09
0.09 0.03 -0.16
-0.07 0.06 0.08
-0.29 -0.04 -0.24
-0.01 -0.01 0.02
0.48 -0.12 0.11
0.03 0.37 0.09
0.47 -0.33 -0.04
-0.80 0.16 0.11
-0.02 0.05 0.33
0.06 -0.17 -0.31
0.31 -0.02 0.01
-0.25 -0.17 -0.15
0.20 0.10 0.05
-0.20 -0.12 -0.16
0.24 0.13 0.15
-0.19 0.00 -0.09
-0.12 0.07 -0.01
-0.05 -0.14 0.02
-0.13 0.06 0.00
0.02 0.00 -0.14
-0.12 0.06 0.03
-0.03 -0.12 0.05
0.02 0.02 0.14
0.02 0.03 -0.01
-0.01 0.01 -0.07
0.09 0.02 0.06
0.00 0.18 0.16
0.05 -0.16 -0.09
-0.04 0.02 -0.07
0.08 0.00 0.06
0.01 -0.02 0.05
0.05 -0.01 -0.05
-0.01 -0.04 -0.04
0.07 0.06 0.01
0.06 0.08 0.00
-0.10 -0.01 -0.02
-0.10 0.05 -0.05
0.03 0.04 0.08
-0.01 0.00 0.07
0.00 -0.05 -0.01
0.02 -0.05 -0.01

Computed properties:
F_max: 0.82 eV Å⁻¹
LUMO: 0.678 eV
Gap between HOMO and LUMO: 9.4 eV
Molecular weight: 264.4 g/mol
Relative energy (zero: lowest compared OMol25 entry of this formula, charge and spin): 2.313 eV
SMILES: CC1(C)CC(=O)C=C(NNC(=O)C2CCCCC2)C1
Charge: 0

natural (NBO) population analysis, charges in e, atoms 1 to 8: C -0.598; C -0.025; C -0.616; C -0.509; C 0.563; O -0.568; C -0.455; C 0.295

=====

DFT (the ωB97M-V functional and the def2-TZVPD basis) results for 14 unconnected molecules or ions with the total composition C36H104N4O14 at a distorted geometry.

Element x y z (Å)
C (-21.868, -5.402, -24.299)
C (-23.450, -5.572, -24.543)
C (-23.795, -6.598, -25.540)
O (-23.958, -6.090, -23.409)
H (-21.750, -4.456, -23.771)
H (-21.476, -5.236, -25.303)
H (-21.404, -6.205, -23.727)
H (-24.001, -4.661, -24.776)
H (-24.792, -7.038, -25.502)
H (-23.064, -7.388, -25.367)
H (-23.721, -6.354, -26.599)
H (-24.877, -6.362, -23.457)
C (-12.623, -10.028, -25.856)
C (-14.099, -10.368, -25.964)
C (-14.457, -11.895, -25.953)
O (-14.630, -9.877, -24.773)
H (-12.122, -10.429, -26.737)
H (-12.095, -10.516, -25.036)
H (-12.389, -8.964, -25.830)
H (-14.678, -9.949, -26.787)
H (-15.534, -12.014, -25.832)
H (-13.952, -12.336, -25.094)
H (-14.320, -12.528, -26.829)
H (-15.585, -9.790, -24.743)
C (-20.255, -3.316, -21.152)
C (-19.637, -2.705, -19.867)
C (-19.685, -3.704, -18.696)
O (-18.213, -2.431, -19.989)
H (-19.996, -2.620, -21.949)
H (-21.344, -3.355, -21.108)
H (-19.926, -4.312, -21.448)
H (-20.219, -1.862, -19.495)
H (-19.430, -4.666, -19.139)
H (-20.673, -3.827, -18.253)
H (-18.947, -3.502, -17.919)
H (-17.730, -3.077, -19.468)
C (-21.414, -7.617, -17.703)
C (-22.184, -7.775, -19.001)
C (-22.206, -6.558, -20.000)
O (-21.688, -9.015, -19.453)
H (-21.686, -6.755, -17.093)
H (-20.349, -7.499, -17.901)
H (-21.659, -8.421, -17.009)
H (-23.188, -7.842, -18.582)
H (-22.048, -5.692, -19.358)
H (-23.169, -6.427, -20.494)
H (-21.400, -6.629, -20.729)
H (-21.385, -8.975, -20.362)
C (-15.369, -5.830, -29.226)
C (-16.935, -5.988, -29.195)
C (-17.751, -4.893, -28.619)
O (-17.293, -6.103, -30.558)
H (-14.962, -5.699, -28.223)
H (-15.205, -4.872, -29.719)
H (-14.831, -6.691, -29.620)
H (-17.147, -6.963, -28.758)
H (-18.778, -5.128, -28.901)
H (-17.487, -3.937, -29.071)
H (-17.562, -4.833, -27.548)
H (-17.824, -6.898, -30.645)
C (-18.448, 0.555, -23.502)
C (-17.918, -0.025, -24.803)
C (-18.702, -1.248, -25.430)
O (-20.094, -1.011, -25.540)
C (-20.842, -2.162, -26.051)
N (-17.724, 1.009, -25.776)
H (-17.712, 1.218, -23.047)
H (-18.489, -0.290, -22.816)
H (-19.426, 1.027, -23.603)
H (-16.913, -0.302, -24.486)
H (-18.542, -2.142, -24.827)
H (-18.256, -1.488, -26.395)
H (-20.569, -3.054, -25.487)
H (-20.459, -2.333, -27.057)
H (-21.905, -2.024, -26.249)
H (-18.034, 1.867, -25.342)
H (-18.476, 0.955, -26.447)
C (-13.354, -1.466, -21.485)
C (-14.093, -2.790, -21.243)
C (-14.241, -2.954, -19.724)
O (-15.154, -2.058, -19.166)
C (-15.320, -2.028, -17.775)
N (-15.386, -2.849, -21.958)
H (-13.948, -0.618, -21.145)
H (-13.245, -1.308, -22.558)
H (-12.331, -1.432, -21.108)
H (-13.427, -3.570, -21.614)
H (-13.377, -2.906, -19.061)
H (-14.719, -3.899, -19.464)
H (-16.324, -1.659, -17.565)
H (-14.719, -1.268, -17.275)
H (-15.212, -2.974, -17.245)
H (-15.606, -3.831, -21.883)
H (-16.005, -2.580, -21.207)
C (-25.965, -9.661, -26.574)
C (-25.266, -10.660, -25.643)
C (-23.752, -10.898, -25.923)
O (-23.242, -12.094, -25.421)
C (-21.851, -12.314, -25.632)
N (-25.420, -10.057, -24.336)
H (-25.372, -8.748, -26.624)
H (-26.999, -9.577, -26.240)
H (-25.849, -9.909, -27.630)
H (-25.748, -11.636, -25.581)
H (-23.189, -10.056, -25.519)
H (-23.532, -10.728, -26.977)
H (-21.284, -11.401, -25.815)
H (-21.511, -13.023, -26.387)
H (-21.465, -12.541, -24.638)
H (-24.981, -10.749, -23.745)
H (-24.889, -9.200, -24.281)
C (-19.766, -9.187, -23.774)
C (-18.338, -8.881, -24.405)
C (-17.814, -7.459, -23.922)
O (-18.749, -6.449, -24.311)
C (-18.326, -5.131, -23.938)
N (-17.451, -9.908, -23.802)
H (-19.733, -9.231, -22.686)
H (-20.163, -10.160, -24.065)
H (-20.518, -8.489, -24.141)
H (-18.367, -8.913, -25.494)
H (-16.824, -7.258, -24.332)
H (-17.737, -7.491, -22.835)
H (-17.779, -4.567, -24.692)
H (-17.848, -5.055, -22.961)
H (-19.277, -4.601, -23.886)
H (-17.753, -10.869, -23.874)
H (-17.419, -9.668, -22.821)
C (-14.673, -7.353, -22.493)
O (-13.923, -8.494, -22.337)
H (-14.124, -6.519, -22.056)
H (-14.811, -7.081, -23.540)
H (-15.533, -7.691, -21.914)
H (-13.708, -8.763, -23.233)
C (-17.819, -8.806, -19.456)
O (-17.521, -8.883, -20.788)
H (-18.073, -7.746, -19.441)
H (-18.685, -9.426, -19.226)
H (-16.982, -9.072, -18.811)
H (-17.579, -9.826, -20.954)
C (-20.188, -7.587, -27.608)
O (-21.311, -8.371, -27.213)
H (-19.656, -7.230, -26.726)
H (-19.398, -8.158, -28.095)
H (-20.605, -6.720, -28.122)
H (-21.736, -8.753, -27.984)
C (-18.100, -12.012, -19.824)
O (-18.585, -11.578, -21.126)
H (-18.820, -11.865, -19.018)
H (-17.932, -13.080, -19.962)
H (-17.126, -11.642, -19.503)
H (-19.386, -12.071, -21.314)
C (-22.036, -12.640, -21.999)
O (-20.734, -13.137, -21.754)
H (-22.631, -13.174, -22.739)
H (-22.671, -12.513, -21.122)
H (-22.044, -11.639, -22.431)
H (-20.740, -14.090, -21.638)

Forces on the atoms, in the same order (eV/Å):
-2.50 1.16 -0.94
1.00 0.37 -0.92
0.97 -1.44 -2.45
-0.68 -0.73 4.68
0.15 -0.01 0.25
0.58 -0.41 0.12
-0.24 -0.15 -0.42
0.65 0.80 -0.13
-0.23 0.33 0.71
-0.18 -0.48 -0.29
0.46 0.41 -0.09
0.01 0.14 -0.40
0.54 -0.60 -1.51
-0.82 -1.45 0.53
0.17 0.16 -0.04
0.44 1.09 1.25
0.15 0.07 -0.28
-0.54 -0.03 0.37
-0.39 0.06 0.09
0.70 0.46 -0.49
-0.12 0.39 0.47
-0.08 -0.18 0.00
0.81 0.38 -0.34
-0.81 -0.31 0.13
0.30 1.21 0.19
0.63 -2.09 1.34
-0.47 -0.81 -0.63
-0.98 0.80 -0.94
-0.07 -0.09 -0.30
-0.06 0.10 0.24
0.39 0.03 0.40
0.47 0.69 -0.69
0.09 -0.32 0.22
-0.03 0.13 0.06
-0.17 0.34 0.09
-0.06 -0.01 0.01
0.51 1.38 0.61
-0.19 0.92 0.91
0.39 -0.99 1.26
-0.41 -0.54 -0.88
-0.30 0.54 -0.33
0.16 -0.44 0.17
0.43 -0.49 -0.44
-0.65 -0.62 -0.77
0.10 0.24 -0.25
0.16 -0.28 -0.14
0.01 0.10 -0.06
-0.13 0.16 -0.17
-1.27 0.77 1.28
2.15 -1.35 -0.95
0.31 0.31 0.44
-0.30 -0.17 -1.02
-0.14 0.05 0.32
0.46 -0.27 -0.49
-0.37 0.21 -0.53
-0.15 0.09 0.62
-0.15 0.22 0.52
0.04 0.05 -0.07
-0.46 0.11 0.17
-0.16 -0.05 -0.24
-0.35 -1.12 0.33
-0.24 -0.78 0.46
0.52 0.28 0.92
-1.21 -0.06 -0.06
2.11 0.57 -0.84
-0.76 1.31 -1.17
-0.07 0.31 -0.29
-0.44 0.04 0.34
0.00 0.01 0.07
0.07 -1.05 -0.41
0.09 -0.09 0.40
0.03 0.19 -0.39
-0.48 0.01 0.30
0.22 -0.25 -0.29
0.05 0.53 1.02
0.55 0.54 0.30
-0.04 -0.47 -0.67
-0.43 0.20 -1.10
1.33 1.15 0.64
-0.61 -1.42 1.41
-1.14 1.75 -0.42
-0.50 0.56 0.26
0.55 -0.49 1.40
0.13 -0.01 0.34
-0.10 -0.11 -0.17
-0.18 -0.13 0.47
-0.12 -0.27 0.11
0.96 -0.03 -0.79
0.37 -0.99 -0.49
-0.30 -0.23 -0.28
0.74 -0.09 -0.15
0.22 -0.35 -0.29
-0.09 -0.76 -0.86
-0.92 1.18 -0.15
1.23 -0.94 -0.96
0.90 0.52 -0.16
-0.19 1.50 -1.19
-0.23 -0.88 -0.31
0.58 1.09 1.27
-0.45 -0.84 0.97
-0.40 0.45 0.84
0.19 0.45 -0.29
-0.66 -0.70 -0.14
-0.21 -0.02 -0.38
0.02 0.30 0.62
-0.13 -0.74 -0.63
-0.38 0.49 -0.53
-0.76 -0.27 -0.02
0.19 -0.85 -0.10
0.11 0.35 0.89
0.26 0.07 0.03
0.21 0.64 -1.21
-1.26 -0.18 2.23
-0.92 -1.22 -0.65
1.07 0.13 0.25
-1.58 -0.06 -0.33
1.12 1.24 -0.80
0.24 0.44 0.08
0.42 -0.24 -0.33
-0.06 0.30 0.25
0.06 -0.20 0.06
0.05 -0.04 -0.20
0.04 0.04 0.18
0.61 -0.52 -0.20
0.19 -0.31 0.03
-0.02 0.27 0.31
-0.44 0.11 -0.20
0.21 -0.28 0.01
-0.34 0.41 0.83
2.07 -1.44 -0.67
-0.29 0.42 0.40
-0.58 -0.19 0.00
-0.96 1.54 -0.36
0.14 -0.83 -0.06
-0.78 1.35 0.76
0.84 -1.26 -1.83
-0.18 0.10 1.49
-0.17 0.15 0.34
0.11 0.15 0.22
-0.01 -0.38 -0.85
-0.37 0.09 0.71
0.40 -0.20 0.74
-0.50 0.12 0.43
-0.31 -0.04 -0.84
0.69 0.09 -0.57
0.09 -0.07 -0.38
-0.55 -1.41 -1.06
1.51 1.16 1.44
-0.11 0.18 -0.08
-0.02 -0.28 0.53
-0.11 0.71 -0.60
-0.47 -0.39 -0.11
-1.29 0.63 -0.34
-0.21 0.39 -0.14
0.32 -0.64 0.01
0.29 -0.40 0.47
0.90 0.14 0.02
-0.17 -0.09 -0.03

Computed properties:
F_max: 4.78 eV Å⁻¹
LUMO (spin up / spin down): 1.965 / 1.943 eV
Gap between HOMO and LUMO (spin up / spin down): 1.5 / 8.9 eV
Molecular weight: 817.2 g/mol
Relative energy (zero: lowest compared OMol25 entry of this formula, charge and spin): 2.538 eV
Charge: -1
2S+1: 2

Mulliken population analysis, charges in e, atoms 1 to 8: C -0.408; C 0.229; C -1.166; O -0.490; H 0.298; H 0.088; H 0.024; H 0.222